# 1
C23H28GeN3O4Sc as an isolated structure. Source: OMol25; level of theory: wB97M-V/def2-TZVPD.

Structure (XYZ):
```
60
Properties=species:S:1:pos:R:3:forces:R:3:nbo_charge:R:1
Sc -0.1901 0.7795 -0.4867 -0.3 -0.6 0.1 1.93
C -3.3533 2.2830 1.6442 0.0 0.0 0.0 -0.67
C -1.9084 2.5797 1.8114 0.0 0.0 0.0 0.47
N -0.9078 2.1229 1.0581 0.4 0.0 -0.2 -0.65
C 0.2711 2.6849 1.5812 -0.2 0.0 0.0 -0.03
C -0.0427 3.4654 2.6437 -0.2 0.1 0.0 0.08
N -1.4063 3.3812 2.7564 -0.1 0.0 0.1 -0.45
C 0.6651 4.3186 3.6601 0.2 -0.1 0.2 0.76
O 1.9760 4.4158 3.5891 -0.2 -0.1 -0.1 -0.62
O -0.0155 4.8285 4.5041 0.0 0.1 -0.1 -0.52
C 1.5739 2.3864 0.9618 0.1 -0.1 -0.2 0.78
O 2.6181 2.7985 1.3713 0.1 0.0 0.1 -0.52
O 1.4487 1.5749 -0.1182 0.2 0.5 0.5 -0.81
H -3.4977 1.5324 0.8707 0.0 0.0 0.0 0.23
H -3.8955 3.1851 1.3587 0.0 0.0 0.0 0.27
H -3.7822 1.9119 2.5748 0.0 0.0 0.0 0.27
H -1.9080 3.8804 3.4861 0.0 0.0 0.0 0.48
H 2.3466 3.8959 2.8451 0.1 0.1 0.0 0.52
N 2.9352 -3.3942 7.4666 0.0 0.0 0.0 -0.18
C 2.5256 -3.0949 6.4370 0.0 0.0 -0.1 0.22
C 2.0108 -2.7137 5.1469 0.0 -0.1 0.2 -0.06
C 2.8477 -2.0531 4.2452 0.0 0.0 0.0 -0.16
C 2.3555 -1.6872 3.0119 0.0 0.0 0.0 -0.15
C 1.0195 -1.9811 2.6842 0.1 0.0 -0.1 -0.19
C 0.1851 -2.6489 3.5959 0.0 0.0 0.0 -0.14
C 0.6837 -3.0119 4.8267 0.0 0.0 0.0 -0.17
C 0.5227 -1.6096 1.4234 -0.1 0.1 0.1 0.44
C 0.0607 -1.2630 0.3313 0.0 0.0 -0.2 -0.91
H 3.8709 -1.8376 4.5197 0.0 0.0 0.0 0.26
H 2.9880 -1.1737 2.2998 0.0 0.0 0.0 0.24
H -0.8377 -2.8782 3.3294 0.0 0.0 0.0 0.24
H 0.0614 -3.5273 5.5447 0.0 0.0 0.0 0.26
C -3.8001 0.6605 -2.4770 0.0 0.0 0.0 -0.62
C -2.5076 -0.1425 -2.4786 0.0 0.0 0.1 -0.29
C -2.6347 -1.5163 -1.8229 -0.1 0.0 0.0 -0.42
C -1.5149 -2.5097 -2.1370 -0.1 0.0 0.0 -0.83
Ge 0.2597 -2.0774 -1.5029 0.2 -0.1 0.1 1.32
C 1.1430 -0.5740 -2.4496 -0.1 -0.1 0.1 -0.81
C 1.4046 -0.9351 -3.9209 0.0 0.0 0.0 -0.40
C 2.0778 0.1989 -4.6898 0.0 0.0 0.0 -0.39
C 2.2734 -0.1439 -6.1608 0.0 0.0 0.0 -0.61
H -3.6622 1.6597 -2.8873 0.0 0.0 0.0 0.23
H -4.2194 0.7473 -1.4728 0.0 0.0 0.0 0.21
H -4.5387 0.1481 -3.0932 0.0 0.0 0.0 0.25
H -1.7416 0.4812 -1.9512 0.1 0.1 0.0 0.03
H -2.1005 -0.2287 -3.4886 0.0 0.0 0.0 0.24
H -3.5759 -1.9424 -2.1783 0.0 0.0 0.0 0.25
H -2.7629 -1.4103 -0.7397 0.0 0.0 0.0 0.21
H -1.4297 -2.6608 -3.2166 0.0 0.0 0.0 0.26
H -1.7481 -3.4847 -1.7069 -0.1 0.0 0.0 0.27
H 1.2235 -3.2483 -1.3694 0.0 0.1 0.0 -0.06
H 2.0750 -0.3350 -1.9325 0.1 0.0 0.0 0.27
H 0.5589 0.3652 -2.4948 -0.1 0.2 -0.2 0.15
H 0.4701 -1.2113 -4.4189 0.0 0.0 0.0 0.21
H 2.0422 -1.8235 -3.9435 0.0 0.0 0.0 0.23
H 3.0418 0.4219 -4.2250 0.0 0.0 0.0 0.21
H 1.4696 1.1056 -4.5960 0.0 0.0 0.0 0.19
H 2.8750 -1.0467 -6.2773 0.0 0.0 0.0 0.22
H 2.7842 0.6624 -6.6843 0.0 0.0 0.0 0.24
H 1.3165 -0.3106 -6.6586 0.0 0.0 0.0 0.21
```
Positions in Å, forces in eV/Å.

Output
- orbital gap (Ha) = 0.27913
- relative energy (zero: lowest compared OMol25 entry of this formula, charge and spin) (kJ/mol) = 0.0
- lowest unoccupied orbital energy (eV) = -7.645
- net charge = +2
- HOMO level (eV) = -15.2403

***

# 2
C23H28HfIN2O3S5Sb as an isolated structure in a non-equilibrium geometry. Source: OMol25; level of theory: wB97M-V/def2-TZVPD.

Structure (XYZ):
```
64
Properties=species:S:1:pos:R:3:forces:R:3:nbo_charge:R:1
Hf 0.5081 0.1677 -0.0039 0.3 -1.3 -1.0 1.76
S 1.0840 -4.1006 -1.9877 0.1 0.1 -0.1 -0.89
Sb 1.4838 -2.8932 -0.1155 0.1 -1.0 -0.2 0.99
S 2.9758 0.6235 0.1070 0.5 0.4 0.1 -0.44
S -0.8047 -1.9008 0.2983 -0.3 -0.7 -0.2 -0.81
S 2.6490 -0.8721 -1.2885 -0.3 -0.3 0.2 -0.31
C 1.0059 2.5201 -2.3652 -0.1 -0.1 0.1 -0.64
C 0.1158 2.9022 -1.1756 0.0 0.7 -0.5 0.27
C -1.0741 3.7103 -1.6954 -0.1 -0.3 0.2 -0.61
C 0.9051 3.7525 -0.1722 -0.2 -0.1 0.0 -0.62
O -0.3863 1.7445 -0.5140 -0.1 2.1 -0.8 -0.92
H 1.3600 3.4149 -2.8789 0.0 0.0 0.0 0.21
H 0.4364 1.9105 -3.0662 0.0 0.0 0.0 0.22
H 1.8773 1.9543 -2.0361 0.1 0.0 0.0 0.23
H -0.7412 4.6510 -2.1347 0.0 0.0 0.0 0.21
H -1.7573 3.9193 -0.8693 0.0 0.1 0.0 0.21
H -1.6137 3.1329 -2.4476 0.0 0.0 0.0 0.21
H 1.3873 4.5948 -0.6694 0.0 0.0 0.0 0.21
H 1.6774 3.1484 0.3056 0.1 0.0 0.0 0.22
H 0.2322 4.1397 0.5968 0.0 0.0 0.0 0.20
O 1.1050 -0.4746 1.9249 0.3 0.0 1.2 -1.05
S 0.0401 -1.1181 2.8334 0.4 -0.6 1.4 1.31
C 0.4817 -0.4097 4.4458 -0.1 0.1 -0.2 -0.27
C 1.6579 0.2845 4.6763 0.1 0.0 -0.2 -0.22
C 1.9207 0.7687 5.9500 0.0 0.0 0.0 -0.20
C 1.0098 0.5616 6.9762 0.0 0.0 0.1 -0.20
C -0.1815 -0.1079 6.7293 0.0 0.0 0.0 -0.22
C -0.4496 -0.5895 5.4576 -0.1 0.0 -0.1 -0.16
C 0.7499 -2.7304 3.2207 0.0 0.1 -0.2 -0.15
C -0.0718 -3.8434 3.2362 -0.1 0.1 0.0 -0.23
C 0.4916 -5.0946 3.4407 0.0 -0.1 0.1 -0.20
C 1.8612 -5.2172 3.6242 0.0 0.0 0.0 -0.19
C 2.6733 -4.0904 3.6233 0.0 0.1 0.0 -0.20
C 2.1189 -2.8384 3.4204 0.0 0.0 0.0 -0.22
H 2.3552 0.4462 3.8622 0.0 0.0 0.0 0.24
H 2.8431 1.3012 6.1431 0.0 0.0 0.0 0.22
H 1.2284 0.9255 7.9719 0.0 0.0 0.0 0.22
H -0.8996 -0.2563 7.5250 0.0 0.0 0.0 0.22
H -1.3778 -1.1108 5.2469 0.0 0.0 0.0 0.21
H -1.1344 -3.7315 3.0579 0.0 0.0 -0.1 0.23
H -0.1381 -5.9742 3.4425 0.0 0.0 0.0 0.22
H 2.3041 -6.1957 3.7564 0.0 0.0 0.0 0.22
H 3.7411 -4.1869 3.7681 0.0 0.0 0.0 0.22
H 2.7392 -1.9532 3.3919 0.0 0.0 -0.1 0.24
N 0.4788 -1.2589 -4.1019 0.3 -0.1 -0.2 -0.77
C -0.3529 -1.1679 -3.0697 -0.3 0.3 0.1 0.74
O -0.1405 -0.3714 -2.1510 -0.1 0.4 0.1 -0.69
C -1.6244 -1.9753 -3.0968 0.1 -0.1 -0.1 -0.62
I -2.7829 -1.5574 -4.8480 0.0 0.0 0.1 0.09
H 1.3859 -0.8303 -4.0074 0.0 0.0 0.1 0.42
H 0.4095 -2.0497 -4.7185 -0.1 0.0 -0.1 0.41
H -2.2265 -1.7374 -2.2302 0.0 0.0 0.0 0.26
H -1.3885 -3.0349 -3.1129 0.0 -0.1 0.0 0.28
C -2.6495 3.1914 2.8569 0.1 0.0 0.0 -0.15
C -3.1632 2.2160 2.0141 0.0 0.0 0.0 -0.25
C -2.3166 1.2269 1.5516 0.0 -0.1 0.1 0.09
N -1.0209 1.1730 1.8731 -0.4 0.3 0.0 -0.50
C -0.5354 2.1137 2.6825 0.1 0.0 0.0 0.06
C -1.3091 3.1354 3.2040 -0.1 0.0 0.0 -0.25
H -3.2839 3.9834 3.2330 0.0 0.0 0.0 0.22
H -4.2022 2.2247 1.7164 0.0 0.0 0.0 0.23
H -2.6706 0.4410 0.8941 0.0 0.0 0.0 0.22
H 0.5203 2.0447 2.9186 0.0 0.0 0.0 0.21
H -0.8662 3.8634 3.8690 0.0 0.0 0.0 0.23
```
Positions in Å, forces in eV/Å.

Output
- orbital gap (Ha) = 0.25899
- lowest unoccupied orbital energy (eV) = 0.083
- net charge = 0
- HOMO level (eV) = -6.9641